Record 1
ORCA calculation (ωB97M-V/def2-TZVPD) on a structure of composition C27H32N3O4SW.

expectation value of S²	2.019
total energy	-1977.55500	a.u.
HOMO-LUMO gap (spin up / spin down)	0.2344 / 0.2408	Eh
charge	+3
2S+1	3

Positions of all 68 atoms, in Å:
W1 -9.237 6.422 11.686
C1 -11.530 3.843 12.156
C2 -10.567 3.561 11.007
O1 -9.264 4.268 11.159
C3 -8.320 3.433 11.909
C4 -7.059 4.222 12.140
O2 -7.489 5.565 12.661
C5 -7.395 5.602 14.155
C6 -8.801 5.548 14.693
O3 -9.566 6.528 13.888
C7 -10.976 6.628 14.294
C8 -11.808 5.448 13.820
O4 -11.459 5.259 12.417
H1 -12.562 3.558 11.873
H2 -11.210 3.308 13.072
H3 -10.338 2.497 10.888
H4 -10.966 3.884 10.042
H5 -8.802 3.183 12.881
H6 -8.136 2.517 11.342
H7 -6.399 3.768 12.896
H8 -6.454 4.411 11.243
H9 -6.810 4.727 14.460
H10 -6.861 6.520 14.404
H11 -9.251 4.548 14.549
H12 -8.854 5.839 15.758
H13 -11.002 6.763 15.377
H14 -11.355 7.560 13.868
H15 -11.523 4.543 14.392
H16 -12.901 5.612 13.885
N1 -10.666 6.772 9.850
C9 -10.349 5.923 8.703
C10 -11.447 5.390 8.038
C11 -11.248 4.618 6.908
C12 -9.964 4.347 6.494
C13 -8.866 4.859 7.159
C14 -9.014 5.679 8.293
C15 -7.773 6.349 8.877
C16 -6.695 6.636 7.997
C17 -5.562 7.307 8.421
C18 -5.431 7.696 9.736
C19 -6.469 7.409 10.626
C20 -7.643 6.762 10.214
H17 -11.651 6.614 10.112
H18 -10.651 7.771 9.550
H19 -12.446 5.609 8.399
H20 -12.105 4.210 6.379
H21 -9.790 3.734 5.635
H22 -7.874 4.592 6.838
H23 -6.775 6.391 6.949
H24 -4.781 7.516 7.702
H25 -4.534 8.192 10.076
H26 -6.317 7.750 11.647
N2 -9.293 9.263 9.407
C21 -9.292 9.642 10.757
N3 -9.127 8.817 11.813
C22 -9.083 9.576 13.038
C23 -8.601 9.212 14.324
C24 -8.667 10.135 15.364
C25 -9.030 11.438 15.104
C26 -9.311 11.868 13.823
C27 -9.349 10.938 12.783
S1 -9.577 11.357 11.083
H27 -8.555 8.608 9.144
H28 -9.288 10.103 8.811
H29 -8.172 8.240 14.465
H30 -8.431 9.830 16.372
H31 -9.108 12.157 15.912
H32 -9.507 12.907 13.627

---

Record 2
ORCA calculation (ωB97M-V/def2-TZVPD) on a structure of composition C27H33AlClN4O6S2.

total energy	-3218.23516	a.u.
HOMO-LUMO gap	0.2943	Eh
charge	+1
2S+1	1

Positions of all 74 atoms, in Å:
Al1 0.027 0.179 -0.206
O1 0.590 -1.589 3.694
C1 -0.115 -2.714 3.444
C2 -0.173 -3.671 4.456
C3 -0.857 -4.852 4.265
C4 -1.512 -5.102 3.060
C5 -1.477 -4.157 2.060
C6 -0.786 -2.950 2.230
C7 -0.775 -1.963 1.147
O2 -0.060 -0.865 1.286
N1 -1.483 -2.163 0.078
N2 -1.375 -1.109 -0.824
C8 -2.268 -1.179 -1.754
S1 -2.564 0.092 -2.903
C9 -4.130 -0.620 -3.519
C10 -4.000 -2.122 -3.448
S2 -3.349 -2.550 -1.798
H1 0.588 -1.060 2.878
H2 0.346 -3.461 5.382
H3 -0.879 -5.592 5.054
H4 -2.038 -6.034 2.907
H5 -1.979 -4.325 1.118
H6 -4.267 -0.263 -4.539
H7 -4.944 -0.251 -2.897
H8 -3.293 -2.495 -4.188
H9 -4.959 -2.621 -3.570
C11 -0.349 2.042 2.944
N3 -1.434 2.687 2.204
C12 -2.122 3.788 2.875
C13 -1.768 2.330 0.974
C14 -2.920 3.024 0.314
O3 -1.196 1.413 0.327
H10 0.154 2.787 3.557
H11 0.371 1.611 2.265
H12 -0.742 1.253 3.587
H13 -1.829 3.795 3.920
H14 -3.203 3.677 2.826
H15 -1.843 4.746 2.434
H16 -2.811 4.107 0.363
H17 -3.854 2.753 0.809
H18 -2.969 2.703 -0.722
O4 0.165 1.119 -1.821
C15 0.679 1.891 -2.643
C16 1.677 2.940 -2.248
C17 2.992 2.578 -3.002
C18 3.195 1.072 -3.303
C19 2.546 0.540 -4.597
C20 1.017 0.433 -4.510
N4 0.518 1.715 -3.971
H19 1.812 2.896 -1.169
H20 1.347 3.943 -2.521
H21 3.826 2.920 -2.389
H22 3.049 3.132 -3.941
H23 2.845 0.470 -2.460
H24 4.268 0.901 -3.388
H25 2.954 -0.451 -4.810
H26 2.819 1.191 -5.433
H27 0.728 -0.357 -3.822
H28 0.565 0.243 -5.482
H29 0.874 2.490 -4.513
Cl1 8.199 -0.763 0.511
C21 6.492 -0.600 0.345
C22 5.849 -1.214 -0.722
C23 4.481 -1.076 -0.859
C24 3.761 -0.302 0.047
C25 4.416 0.302 1.118
C26 5.780 0.146 1.276
C27 2.314 -0.094 -0.142
O5 1.724 0.890 0.422
O6 1.610 -0.851 -0.868
H30 6.422 -1.794 -1.432
H31 3.959 -1.566 -1.671
H32 3.844 0.884 1.827
H33 6.295 0.599 2.112

---

Record 3
ORCA calculation (ωB97M-V/def2-TZVPD) on a structure of composition C27H33Br2Cl3F6GeInN4O4PS2.

expectation value of S²	0.791
total energy	-12101.19302	a.u.
HOMO-LUMO gap (spin up / spin down)	0.2833 / 0.2609	Eh
charge	+1
2S+1	2

Positions of all 84 atoms, in Å:
In1 0.661 -0.177 0.042
Br1 -3.488 -0.083 5.659
C1 -2.211 0.043 4.297
C2 -2.289 1.054 3.352
C3 -1.358 1.048 2.336
N1 -0.373 0.149 2.229
C4 -0.256 -0.780 3.192
C5 -1.182 -0.878 4.223
C6 0.912 -1.701 3.136
C7 1.280 -2.445 4.246
C8 2.378 -3.287 4.146
Br2 2.911 -4.303 5.627
C9 3.070 -3.364 2.952
C10 2.641 -2.568 1.904
N2 1.600 -1.739 1.991
H1 -3.065 1.803 3.383
H2 -1.421 1.782 1.546
H3 -1.120 -1.674 4.948
H4 0.747 -2.372 5.181
H5 3.920 -4.019 2.829
H6 3.147 -2.599 0.950
F1 3.545 -2.792 -4.478
C11 2.985 -2.928 -3.285
F2 1.666 -2.785 -3.411
F3 3.269 -4.129 -2.807
S1 3.641 -1.624 -2.151
O1 2.708 -1.547 -1.035
O2 4.988 -1.987 -1.875
N3 3.539 -0.347 -3.070
S2 2.491 0.774 -2.794
O3 1.189 0.341 -2.280
O4 3.048 1.906 -2.099
C12 2.200 1.340 -4.528
F4 3.354 1.621 -5.099
F5 1.569 0.398 -5.213
F6 1.447 2.439 -4.494
C13 -5.489 0.189 -3.252
C14 -4.558 -0.079 -2.103
C15 -4.895 -1.003 -1.109
C16 -4.041 -1.290 -0.041
C17 -4.462 -2.283 1.003
C18 -2.820 -0.651 0.008
C19 -2.451 0.347 -0.936
C20 -3.367 0.601 -1.996
N4 -1.292 1.019 -0.753
C21 -1.184 2.431 -1.242
C22 0.093 2.993 -0.632
C23 -2.354 3.269 -0.702
C24 -1.069 2.576 -2.769
H7 -6.259 -0.576 -3.322
H8 -4.946 0.213 -4.197
H9 -5.986 1.153 -3.131
H10 -5.846 -1.519 -1.172
H11 -5.540 -2.429 0.979
H12 -4.183 -1.952 2.004
H13 -3.983 -3.248 0.833
H14 -2.158 -0.862 0.833
H15 -3.114 1.303 -2.771
H16 0.105 2.835 0.450
H17 0.152 4.069 -0.804
H18 0.973 2.547 -1.087
H19 -2.287 3.381 0.383
H20 -3.329 2.852 -0.942
H21 -2.298 4.267 -1.137
H22 -0.474 1.770 -3.186
H23 -0.568 3.520 -2.983
H24 -2.022 2.610 -3.288
C25 2.950 2.988 0.794
P1 2.712 1.203 1.046
C26 4.337 0.494 0.674
C27 2.632 1.148 2.864
H25 3.902 3.238 1.267
H26 2.161 3.552 1.288
H27 2.999 3.246 -0.258
H28 5.075 1.009 1.293
H29 4.581 0.660 -0.372
H30 4.367 -0.571 0.890
H31 3.426 1.791 3.247
H32 2.791 0.140 3.240
H33 1.675 1.522 3.223
Cl1 -1.540 -2.856 -2.110
Ge1 -0.241 -2.618 -0.408
Cl2 -1.408 -3.269 1.337
Cl3 1.095 -4.296 -0.497